Density functional theory data (ωB97M-V/def2-TZVPD) for a 5-piece molecular cluster, C12H11O11 overall in a non-equilibrium geometry.

Properties
* calculated total energy: -35139.4144 eV
* charge: -3
* frontier orbital gap: 4.65 eV
* HOMO: 1.653 eV

Each atom is followed by the atoms it is bonded to, with distances in Å.
CARTESIAN COORDINATES (ANGSTROEM)
1 O 2.4204 -0.8185 -0.2337  H2 0.960, H3 0.960, H4 0.960
2 H 1.6244 -0.9371 0.2896  O1 0.960
3 H 2.3588 -0.0640 -0.8241  O1 0.960
4 H 3.1949 -0.7927 0.3330  O1 0.960
5 C 0.0876 3.3568 0.5069  C6 1.350, C11 1.415, H15 1.080
6 C 1.0499 2.5662 -0.0141  C5 1.350, C7 1.558, O14 1.353
7 C 0.7919 2.0817 -1.4717  C6 1.558, O8 1.275, C9 1.386
8 O 1.6227 1.3049 -2.0473  C7 1.275
9 C -0.2826 2.5420 -2.2156  C7 1.386, C10 1.493, H16 1.080
10 C -1.3010 3.4869 -1.6676  C9 1.493, C11 1.637, O13 1.196
11 C -1.0762 3.8888 -0.0964  C5 1.415, C10 1.637, O12 1.206
12 O -1.9273 4.3761 0.6055  C11 1.206
13 O -2.3789 3.6354 -2.1646  C10 1.196
14 O 2.2005 2.3863 0.6752  C6 1.353
15 H 0.2619 3.7135 1.5113  C5 1.080
16 H -0.3963 2.3352 -3.2696  C9 1.080
17 C -2.5826 -3.6538 -0.0746  C18 1.400, C23 1.469, H27 1.080
18 C -3.3346 -2.6887 -0.7542  C17 1.400, C19 1.531, O26 1.284
19 C -2.7969 -1.2687 -0.9470  C18 1.531, O20 1.258, C21 1.394
20 O -3.4030 -0.3240 -1.5149  C19 1.258
21 C -1.6146 -0.7835 -0.3913  C19 1.394, C22 1.460, H28 1.080
22 C -0.8596 -1.7189 0.4379  C21 1.460, C23 1.626, O25 1.250
23 C -1.3404 -3.2629 0.6056  C17 1.469, C22 1.626, O24 1.274
24 O -0.7438 -3.9784 1.4739  C23 1.274
25 O 0.1714 -1.3101 1.0154  C22 1.250
26 O -4.4448 -3.0621 -1.2808  C18 1.284
27 H -2.9358 -4.6689 -0.1805  C17 1.080
28 H -1.1161 0.1213 -0.7062  C21 1.080
29 O 4.1610 0.3799 1.4088  H30 0.957, H31 0.957
30 H 3.7537 1.2454 1.4455  O29 0.957
31 H 4.9091 0.4413 2.0028  O29 0.957
32 O 1.5492 -2.6995 2.7865  H33 0.957, H34 0.957
33 H 0.8475 -2.2416 2.3239  O32 0.957
34 H 1.5296 -3.5887 2.4325  O32 0.957